# 1
Entry from OMol25: a 2-piece molecular cluster, C6H14ClPS overall in a non-equilibrium geometry (ωB97M-V/def2-TZVPD).

The geometry in ORCA input format:
```
! RIJCOSX wB97M-V def2-TZVPD def2/J DEFGRID3
* xyz 0 1
C -2.91918 -0.34301 1.15958
C -2.39469 -0.37387 -0.26145
C -2.08268 -1.80744 -0.72840
P -0.61139 0.66524 -0.17233
S -0.57501 0.82218 -2.30498
Cl -1.50069 2.39401 0.47860
H -2.14539 -0.13356 1.88943
H -3.70958 0.38656 1.31687
H -3.50143 -1.23805 1.38061
H -2.96020 0.29911 -1.02938
H -2.88105 -2.56327 -0.98368
H -1.51381 -2.30722 0.09271
H -1.31773 -1.54535 -1.47984
H 0.34223 1.74690 -2.51261
C 2.84759 1.40216 1.37664
C 2.92360 0.92129 0.18953
C 3.38859 -0.50996 -0.26260
H 2.39490 2.34671 1.42858
H 3.33360 0.96104 2.21759
H 2.50508 1.58402 -0.53849
H 2.65295 -1.11187 -0.81486
H 4.22923 -0.44108 -1.02224
H 3.49506 -1.15455 0.58073
*
```

Properties
Energy relative to the best compared isomer or geometry (same formula, charge and spin) = 0.8024 eV
HOMO-LUMO gap = 9.5 eV
SMILES = CC(C)P(S)Cl.C=CC

# 2
Entry from OMol25: C6H14CoO3 as an isolated structure in a non-equilibrium geometry (ωB97M-V/def2-TZVPD).

The geometry in ORCA input format:
```
! RIJCOSX wB97M-V def2-TZVPD def2/J DEFGRID3
* xyz 2 6
H -2.07800 1.57294 4.08372
C 0.09130 5.83846 9.49366
O -0.40665 5.30511 8.23856
C 0.30615 5.19525 7.22243
C -0.20941 4.46815 6.06104
O -1.55589 4.27307 6.02840
C -2.11187 2.58638 5.21168
C -3.22923 2.09836 6.10428
O -4.04486 3.21302 6.46916
C -5.34896 2.85476 6.90780
Co -3.17593 4.99885 6.81134
H -0.57368 6.66621 9.74901
H 0.00257 5.02727 10.22030
H 1.12775 6.16652 9.37178
H 1.35174 5.53245 7.24358
H 0.34632 3.50147 6.08264
H 0.19346 5.01544 5.17798
H -1.18616 2.06422 5.49097
H -2.53099 3.22303 4.41790
H -2.82193 1.64469 7.02141
H -3.85332 1.36907 5.56702
H -5.85152 3.77692 7.22252
H -5.89689 2.38224 6.08007
H -5.28211 2.16379 7.76092
*
```

Properties
Energy relative to the best compared isomer or geometry (same formula, charge and spin) = 3.9015 eV
HOMO-LUMO gap (alpha / beta) = 2.9 / 7.4 eV

# 3
Entry from OMol25: C6H14CuO4 as an isolated structure in a non-equilibrium geometry (ωB97M-V/def2-TZVPD).

The geometry in ORCA input format:
```
! RIJCOSX wB97M-V def2-TZVPD def2/J DEFGRID3
* xyz -1 3
C -2.23795 -0.40351 -1.65191
O -0.89168 -0.12056 -1.87643
C -0.56730 1.27853 -1.72283
C 0.93578 1.41827 -1.68770
O 1.40521 1.32491 -0.32192
C 1.71593 -0.20452 0.27479
C 0.97049 -0.36148 1.58317
O -0.36347 0.10751 1.41158
C -1.25387 -0.24951 2.45327
Cu -0.53325 1.87259 0.34749
H -2.38609 -1.48651 -1.76550
H -2.54646 -0.11739 -0.62793
H -2.89297 0.11817 -2.37414
H -0.97659 1.82021 -2.59681
H 1.23728 2.40185 -2.08316
H 1.46091 0.64757 -2.28457
H 2.76161 0.02832 0.54242
H 1.16179 -0.78816 -0.47796
H 1.45911 0.21388 2.38711
H 0.94401 -1.42328 1.87192
H -2.22541 0.20146 2.21835
H -1.34177 -1.34421 2.50556
H -0.89659 0.14518 3.41654
O 2.83259 -2.19995 0.39361
H 2.22868 -2.87936 0.06505
*
```

Properties
Energy relative to the best compared isomer or geometry (same formula, charge and spin) = 0.8949 eV
HOMO-LUMO gap (alpha / beta) = 5.0 / 5.8 eV

# 4
Entry from OMol25: C6H14DyO3 as an isolated structure in a non-equilibrium geometry (ωB97M-V/def2-TZVPD).

The geometry in ORCA input format:
```
! RIJCOSX wB97M-V def2-TZVPD def2/J DEFGRID3
* xyz 2 7
C 1.75313 0.71314 2.74124
O 1.14991 1.83972 2.19092
C 1.69246 -0.47411 1.78216
O 0.32491 -0.53228 1.32462
C 0.00384 -1.26318 0.20816
C -1.40204 -0.98327 -0.19126
O -1.56698 0.44544 -0.15751
C -2.71063 0.91053 -0.87209
Dy -0.37722 1.64249 1.20631
H 1.26654 0.41505 3.69174
H 2.82063 0.88527 2.97256
H 1.95169 -1.42704 2.26172
H 2.33037 -0.30624 0.90207
H 0.41399 -2.27226 0.15001
H 0.92037 -0.52220 -1.84506
H -2.16186 -1.44066 0.46764
H -1.57492 -1.35961 -1.20903
H -2.72171 2.00222 -0.80226
H -2.63593 0.60590 -1.92405
H -3.61601 0.49548 -0.40907
C 1.03529 0.03023 -2.90635
H 0.94194 1.10284 -2.69979
H 1.99028 -0.21652 -3.38172
H 0.17197 -0.29095 -3.50095
*
```

Properties
Energy relative to the best compared isomer or geometry (same formula, charge and spin) = 0.0000 eV
HOMO-LUMO gap (alpha / beta) = 5.6 / 10.1 eV

# 5
Entry from OMol25: an isolated ion of composition C6H14FN2 and charge +1 in a non-equilibrium geometry (ωB97M-V/def2-TZVPD).

The geometry in ORCA input format:
```
! RIJCOSX wB97M-V def2-TZVPD def2/J DEFGRID3
* xyz 1 1
C 2.84076 -0.28416 0.27420
C 1.63575 0.09538 -0.57984
C 0.33216 0.09838 0.23405
C -0.15639 -1.32951 0.58555
N -1.24675 -1.61925 -0.32994
C -2.04362 -0.55019 -0.58964
F -2.95352 -0.13181 0.42390
C -0.80485 0.78832 -0.50909
N -1.43427 1.91485 0.22019
H 2.97836 0.42026 1.09161
H 3.74090 -0.27614 -0.33481
H 2.73351 -1.27971 0.69349
H 1.54339 -0.59789 -1.41522
H 1.80670 1.09336 -0.99078
H 0.53413 0.63053 1.16969
H 0.62553 -2.07001 0.42330
H -0.46474 -1.38249 1.63839
H -1.68658 -2.52031 -0.20351
H -2.61546 -0.56171 -1.51369
H -0.57739 1.04917 -1.53604
H -1.42590 2.78885 -0.31592
H -0.94690 2.06839 1.11421
H -2.41483 1.65567 0.44990
*
```

Properties
Energy relative to the best compared isomer or geometry (same formula, charge and spin) = 0.1144 eV
HOMO-LUMO gap = 10.5 eV
SMILES = CC[C@@H]1CN[C@@H](F)[C@H]1[NH3+]

# 6
Entry from OMol25: C6H14FeO3 as an isolated structure in a non-equilibrium geometry (ωB97M-V/def2-TZVPD).

The geometry in ORCA input format:
```
! RIJCOSX wB97M-V def2-TZVPD def2/J DEFGRID3
* xyz 2 5
H -1.72784 -1.61502 0.93494
C -0.99981 1.79108 -2.26187
O -0.47013 1.36579 -3.45409
C 0.87810 1.01575 -3.18297
C 0.76102 0.25503 -1.87012
O -0.40712 0.87355 -1.26517
C -0.96574 -2.24940 1.41213
C 0.29867 -1.47909 1.69183
O -0.02737 -0.09153 1.90073
C 0.36485 0.40653 3.18586
H -0.70196 2.82339 -2.01646
H -2.08766 1.66321 -2.24914
H 1.49676 1.91972 -3.07015
H 1.25706 0.39795 -4.00201
H 1.63244 0.37511 -1.21813
H 0.52858 -0.80596 -2.01238
H -0.74214 -3.05968 0.70804
H 0.98452 -1.51755 0.81895
H 0.80605 -1.84204 2.59579
H -1.36325 -2.72869 2.32249
H -0.18473 1.33552 3.36415
H 0.11332 -0.33771 3.95141
H 1.44321 0.60687 3.18098
Fe -0.88682 0.89717 0.53516
*
```

Properties
Energy relative to the best compared isomer or geometry (same formula, charge and spin) = 0.0000 eV
HOMO-LUMO gap (alpha / beta) = 8.9 / 7.7 eV

# 7
Entry from OMol25: C6H14FeO3 as an isolated structure in a non-equilibrium geometry (ωB97M-V/def2-TZVPD).

The geometry in ORCA input format:
```
! RIJCOSX wB97M-V def2-TZVPD def2/J DEFGRID3
* xyz 2 5
H -1.29527 1.20700 -1.60518
C -2.13479 0.49894 -2.14347
H -2.48045 -0.54194 -2.19619
H -1.88333 0.69502 -3.19314
H -3.02888 1.00690 -1.75771
C 0.71675 2.37935 -0.62547
O 1.57151 1.60151 -0.11132
C 1.50076 1.24851 1.30815
C 1.80879 -0.21686 1.48040
O 1.06129 -1.03840 0.60407
C 0.04646 -1.93667 1.09971
C -1.11681 -1.87846 0.11516
O -0.74079 -1.75157 -1.22429
H -0.02565 2.85878 0.02601
H 0.99905 2.80053 -1.59612
H 0.50063 1.50994 1.67561
H 2.26400 1.85957 1.80315
H 1.57322 -0.50291 2.51459
H 2.86126 -0.39643 1.23096
H -0.28125 -1.64064 2.10503
H 0.50600 -2.93226 1.16811
H -1.69672 -0.97572 0.38496
H -1.75074 -2.76484 0.29254
Fe 1.02496 -1.08935 -1.35556
*
```

Properties
Energy relative to the best compared isomer or geometry (same formula, charge and spin) = 2.9454 eV
HOMO-LUMO gap (alpha / beta) = 6.7 / 6.6 eV

# 8
Entry from OMol25: a 2-piece molecular cluster, C6H14IN2 overall in a non-equilibrium geometry (ωB97M-V/def2-TZVPD).

The geometry in ORCA input format:
```
! RIJCOSX wB97M-V def2-TZVPD def2/J DEFGRID3
* xyz 1 1
C -0.77961 -0.29874 -0.51268
C 0.97136 1.90721 2.14406
C 1.71580 2.12209 -0.58325
C -1.84590 -2.08489 -1.60705
C -0.08783 -2.62893 -0.10994
C 0.24308 1.67679 0.79534
N -0.79066 -1.57895 -0.74770
N -0.18204 0.31253 0.52158
I -1.33526 3.02329 0.61834
H -1.20063 0.28636 -1.28563
H 0.36704 1.99412 3.02347
H 1.28264 3.05559 2.15639
H 1.93742 1.30741 2.18541
H 1.29427 1.79482 -1.55069
H 1.48709 3.19496 -0.63520
H 2.60955 1.73313 -0.23717
H -1.42417 -2.67304 -2.35708
H -2.30224 -2.84304 -0.96447
H -2.40370 -1.32077 -2.17207
H 0.53054 -2.29046 0.73518
H -0.84355 -3.26314 0.24127
H 0.62942 -3.07389 -0.88275
H 0.12738 -0.35244 1.22463
*
```

Properties
Energy relative to the best compared isomer or geometry (same formula, charge and spin) = 2.3412 eV
HOMO-LUMO gap = 9.1 eV

# 9
Entry from OMol25: C6H14IrO4 as an isolated structure in a non-equilibrium geometry (ωB97M-V/def2-TZVPD).

The geometry in ORCA input format:
```
! RIJCOSX wB97M-V def2-TZVPD def2/J DEFGRID3
* xyz 0 6
C 1.46334 -1.49695 -1.79700
O 0.18338 -0.94354 -1.80090
C -0.78281 -1.73710 -1.07691
C -2.03829 -0.92644 -0.86166
O -1.90565 -0.14182 0.35337
C -1.07012 1.29218 0.26619
C -0.15136 1.31134 1.45947
O 0.62602 0.11706 1.43272
C 1.74958 0.11766 2.29513
Ir -0.50873 -1.60143 1.07286
H 2.12490 -0.83912 -2.37790
H 1.86735 -1.56946 -0.76852
H 1.47820 -2.49824 -2.26636
H -1.01400 -2.63283 -1.68426
H -2.92926 -1.56826 -0.78040
H -2.24148 -0.22150 -1.69078
H -1.60594 2.25397 0.21895
H -0.93770 1.10984 -0.80418
H -0.70516 1.39440 2.40949
H 0.51781 2.18448 1.47180
H 2.19981 -0.88083 2.24464
H 2.46810 0.87911 1.95915
H 1.44661 0.33073 3.33144
O -0.26430 3.23373 -0.88787
H 0.02970 2.83302 -1.71847
*
```

Properties
HOMO-LUMO gap (alpha / beta) = 5.2 / 5.0 eV

# 10
Entry from OMol25: a 2-piece molecular cluster, C6H14N2 overall in a non-equilibrium geometry (ωB97M-V/def2-TZVPD).

The geometry in ORCA input format:
```
! RIJCOSX wB97M-V def2-TZVPD def2/J DEFGRID3
* xyz 0 1
C 0.85970 2.30923 -0.85811
C 0.95611 1.36223 0.06883
N 0.81821 0.00173 -0.13570
C 1.71848 -0.87458 0.57095
N 0.52616 -0.47955 -1.42389
H 0.90429 3.34554 -0.59078
H 0.69535 2.09694 -1.90078
H 1.14173 1.61405 1.10401
H 1.31995 -1.88340 0.52547
H 2.72380 -0.87501 0.12546
H 1.79763 -0.55754 1.60856
H -0.36686 -0.09743 -1.71628
H 1.23227 -0.18047 -2.09580
C -1.21473 -1.97416 0.45691
C -1.24092 -0.73316 0.94038
C -2.00887 0.39571 0.33968
H -1.70011 -2.22326 -0.46930
H -0.71938 -2.77957 0.96420
H -0.77798 -0.51930 1.89221
H -2.27920 0.18403 -0.69322
H -2.93678 0.54124 0.90005
H -1.44879 1.32673 0.38718
*
```

Properties
Energy relative to the best compared isomer or geometry (same formula, charge and spin) = 3.0174 eV
HOMO-LUMO gap = 8.8 eV
SMILES = C=CN(C)N.C=CC